The following is a quantum chemistry calculation of C4H10N2O as an isolated structure, from OMol25.

Atoms and positions in Å:
C (-0.80685, -0.89798, 0.64096)
C (1.37708, -0.70761, -0.79207)
C (-0.12264, 1.21914, 0.17353)
C (0.17579, -0.17514, -0.06548)
N (0.94191, 2.06781, 0.51694)
N (-1.29199, -2.11572, 0.17467)
O (-0.95774, 1.94461, -0.70410)
H (-1.15766, 1.36390, -1.44722)
H (1.46836, 1.77259, 1.32404)
H (0.71840, 3.05272, 0.52868)
H (-1.40002, -2.20912, -0.82263)
H (-1.99581, -2.58808, 0.71869)
H (-0.87260, -0.85346, 1.72636)
H (-1.16260, 0.70652, 0.97809)
H (1.13391, -1.64566, -1.29523)
H (1.74552, -0.00718, -1.54464)
H (2.20695, -0.92736, -0.11059)

The calculation puts the HOMO energy at -7.43 eV. The value obtained for the LUMO energy is 0.7399 eV. The value obtained for the total energy is -9334.520 eV. The orbital gap is 0.300 Ha. The charge is 0. Its largest force on an atom is 2.6 eV Å⁻¹.